# 1
# C4H23NO11

A 9-piece molecular cluster, C4H23NO11 overall at a distorted geometry (ωB97M-V/def2-TZVPD, the OMol25 dataset).

Structure (XYZ):
```
39
Properties=species:S:1:pos:R:3:forces:R:3
O 0.736346 2.157732 -0.933363 0.27 -1.36 -0.83
C 0.586694 0.951722 -0.924595 -1.13 0.98 1.23
N 1.046895 0.241079 -2.038835 0.84 -2.06 -1.76
C 1.107898 -1.170113 -2.156932 -0.46 3.51 1.65
O 1.605542 -1.618626 -3.155740 0.42 -0.92 -0.85
C -0.202733 0.225124 0.102745 0.23 -1.96 0.69
C -0.306720 0.991731 1.433664 -0.14 -0.15 0.73
O -0.531289 0.072203 2.470808 -0.56 -1.39 0.42
H 1.537676 0.835632 -2.753050 -0.52 -0.91 0.71
H 0.741262 -1.839821 -1.304126 0.13 0.26 -0.38
H 0.243342 -0.831993 0.333728 -0.74 2.09 -0.52
H -1.231520 -0.000243 -0.250243 0.73 0.29 -0.17
H 0.625478 1.446097 1.755388 0.11 0.50 -0.63
H -1.124398 1.724422 1.464610 0.30 0.04 -0.52
H -1.247759 -0.596734 2.225960 0.38 0.61 0.05
H 0.940103 -2.583397 1.326428 -0.03 -0.37 0.02
H 0.683091 -3.943247 0.630094 0.54 -1.88 0.04
O 0.415650 -3.052954 0.634264 -0.38 2.15 -0.39
H 2.066681 -1.564917 3.239581 -0.25 0.06 -0.67
H 0.849588 -0.823305 2.531250 0.25 -0.32 0.13
O 1.655080 -1.419652 2.363557 -0.21 0.34 0.87
H -2.824460 -0.429019 -1.516031 0.24 1.04 -0.60
H -3.918851 -1.410760 -1.269748 -0.95 -0.42 -0.07
O -3.008631 -1.251983 -1.067153 0.51 -0.72 0.52
H -1.758394 4.039311 -1.329615 -0.25 0.32 -0.09
H -0.804949 2.999858 -0.740502 -1.14 0.35 -0.04
O -1.765311 3.177725 -0.909154 1.07 -0.22 0.26
H 3.646913 -0.299207 0.163344 -1.18 0.32 0.18
H 2.414278 -0.594039 1.044985 -0.30 -0.87 1.53
O 2.682026 -0.104224 0.278995 1.91 0.00 -1.86
H -1.432659 0.859037 -2.709897 -0.21 0.08 -0.29
H -2.264583 1.815169 -1.866203 -0.05 0.84 0.40
O -2.317317 0.984487 -2.352597 0.21 -0.80 -0.45
H -2.520229 -1.554059 0.576894 -0.20 -0.15 -0.07
H -1.466891 -2.494472 1.182196 0.17 -0.30 -0.07
O -2.114903 -1.826252 1.420983 -0.06 0.30 0.37
H 2.694740 1.562053 0.750262 0.16 0.41 0.14
H 1.931071 2.817540 0.379005 0.45 0.22 0.35
O 2.631244 2.508094 0.969045 -0.13 0.08 -0.02
```
Positions in Å, forces in eV/Å.

Values from the calculation:
2S+1: 2
HOMO (spin up / spin down) in Ha: -0.4976 / -0.4962
Net charge: +1
Expectation value of S²: 0.7578
Energy relative to the best compared isomer or geometry (same formula, charge and spin) in kJ/mol: 0.0
Gap between HOMO and LUMO (spin up / spin down) in eV: 8.19 / 3.44
Energy in Ha: -1048.284860
LUMO energy (spin up / spin down) in eV: -5.3 / -10.1

---

# 2
# C4H24BF4O8

A 9-piece molecular cluster, C4H24BF4O8 overall at a distorted geometry (ωB97M-V/def2-TZVPD, the OMol25 dataset).

Structure (XYZ):
```
41
Properties=species:S:1:pos:R:3:forces:R:3
B 14.087524 12.824504 1.776524 -0.38 -0.22 -1.00
F 13.738680 11.751983 2.564993 -0.41 -0.02 0.38
F 15.385753 12.791304 1.491257 3.92 -0.27 -0.03
F 13.489955 12.758536 0.521999 -1.73 -0.54 -1.36
F 13.784377 14.046130 2.249804 -0.78 1.77 1.73
C 11.014946 11.418907 3.521239 -0.26 -0.97 -1.41
O 11.020396 11.914813 2.162823 0.18 0.41 1.02
H 11.778158 10.643053 3.581705 -0.11 -0.12 0.31
H 11.207881 12.120772 4.332582 -0.21 0.48 -0.27
H 10.027462 10.960197 3.571865 0.02 0.04 0.67
H 11.951984 12.061099 1.982966 -0.14 0.04 -0.29
C 18.373762 11.236713 2.780598 -0.92 1.62 0.17
O 17.553442 10.480556 3.647814 0.28 -1.54 -0.32
H 17.737872 11.991608 2.318121 0.03 0.27 -0.10
H 19.157534 11.778333 3.310176 0.28 -0.21 -0.01
H 18.774801 10.705412 1.917472 -0.03 -0.75 0.59
H 17.216650 10.936206 4.422767 0.29 0.52 -0.32
C 15.900809 11.604817 -1.432099 -0.20 -1.31 -0.01
O 14.520931 11.221763 -1.453443 0.65 0.56 -0.73
H 16.224059 12.483379 -1.990435 -0.70 0.66 0.19
H 16.173809 11.643480 -0.377541 0.65 0.19 -0.24
H 16.430419 10.817780 -1.968933 0.18 -0.34 0.37
H 14.122058 11.772846 -0.776094 -0.49 0.08 0.21
C 10.370096 10.584312 -1.981800 0.24 0.08 0.24
O 10.129062 11.536911 -0.938405 -0.60 -0.35 -1.13
H 10.743543 9.650301 -1.561947 0.09 -0.10 -0.03
H 9.472236 10.355559 -2.555921 -0.54 0.19 0.62
H 11.037558 10.896408 -2.785029 0.54 0.42 0.33
H 10.942443 11.888016 -0.568617 0.24 -0.24 -0.01
O 12.103311 16.087461 3.025194 -0.42 0.46 0.26
H 12.703431 15.352913 2.896608 0.21 -0.45 -0.14
H 12.494168 16.806437 2.528669 0.08 0.11 -0.08
O 15.553716 15.672114 -0.079086 0.23 0.24 -0.25
H 14.743735 16.132029 -0.299624 -0.16 0.07 -0.07
H 15.267327 14.803138 0.202161 -0.27 -0.42 0.28
O 17.912320 14.618953 1.177523 0.63 -0.04 0.13
H 17.390856 14.847354 0.408011 -0.22 0.28 -0.15
H 17.474698 13.850866 1.544615 -0.28 -0.15 0.09
O 14.101070 9.915801 4.282357 0.05 -0.51 0.73
H 14.443370 9.116452 3.882224 0.12 -0.16 -0.07
H 14.469195 10.624783 3.755044 -0.08 0.24 -0.29
```
Positions in Å, forces in eV/Å.

Values from the calculation:
2S+1: 1
HOMO in Ha: -0.2541
Net charge: -1
Energy relative to the best compared isomer or geometry (same formula, charge and spin) in kJ/mol: 132.9
Gap between HOMO and LUMO in eV: 9.79
Energy in Ha: -1193.281448
LUMO energy in eV: 2.9

---

# 3
# C4H24N2O6

A 7-piece molecular cluster, C4H24N2O6 overall at a distorted geometry (ωB97M-V/def2-TZVPD, the OMol25 dataset).

Structure (XYZ):
```
36
Properties=species:S:1:pos:R:3:forces:R:3
C 1.004589 -0.891184 -2.147158 0.80 -2.07 -2.15
C 1.387380 0.567453 -2.026253 0.07 -0.09 0.93
C 0.442336 1.435826 -1.312040 -0.85 -0.32 -0.38
C 0.679979 2.779792 -1.045988 0.33 1.51 1.56
N -0.214275 3.473950 -0.097021 0.29 -1.10 -1.48
N 0.968699 -1.704871 -0.889251 0.98 1.14 0.66
H 0.165603 -1.083592 -2.841374 -0.30 0.24 1.10
H 1.784166 -1.425423 -2.721604 0.06 0.72 0.07
H 2.251583 0.586148 -1.297288 0.14 0.38 -0.70
H 1.724263 0.993969 -3.021534 -0.10 -0.21 1.07
H -0.532376 1.117100 -0.911581 0.49 -0.45 -0.41
H 1.549167 3.379350 -1.299951 0.10 -0.27 -0.44
H -0.437755 2.838558 0.712324 -0.05 -0.24 0.80
H 0.150833 4.368351 0.241482 -0.15 0.19 -0.10
H -1.117114 3.578653 -0.577404 -0.30 0.65 0.17
H 0.523109 -2.632861 -1.017817 -0.46 0.45 -0.20
H 1.933237 -1.832648 -0.477111 -0.97 0.14 -0.34
H 0.477279 -1.170766 -0.162857 -0.31 -0.82 0.38
H -1.960840 -2.966638 -0.761879 -0.65 -0.22 -0.27
H -1.853217 -3.024275 -2.321571 -0.29 -0.28 0.11
O -1.373080 -2.816251 -1.515743 0.69 0.43 0.21
H -0.847873 0.424168 1.490897 0.37 -0.29 0.64
H 0.342486 1.253810 2.148484 -0.34 -0.28 0.35
O -0.178435 1.109545 1.352917 0.41 0.83 -1.57
H -2.107410 3.210305 2.774323 -0.04 0.10 0.15
H -0.711723 3.703013 3.206805 -0.22 0.12 0.17
O -1.176509 3.208076 2.520667 0.17 0.32 -0.13
H -0.912080 -2.050950 2.100468 0.36 -0.01 0.31
H 0.441762 -1.371416 2.548961 -0.11 -0.43 0.32
O -0.227279 -1.408347 1.861704 -0.52 -0.12 -0.62
H -3.791571 -3.795337 0.959962 0.08 -0.10 -0.03
H -4.710916 -2.978687 0.099985 0.05 0.13 -0.23
O -3.771426 -3.121725 0.269536 0.12 -0.05 0.27
H 3.902843 -1.473735 0.817339 0.17 0.05 0.70
H 3.138096 -1.079428 2.143224 0.55 -0.19 0.16
O 3.056472 -1.199937 1.196346 -0.56 0.12 -1.09
```
Positions in Å, forces in eV/Å.

Values from the calculation:
2S+1: 2
HOMO (spin up / spin down) in Ha: -0.7093 / -0.7093
Net charge: +3
Expectation value of S²: 0.7530
Energy relative to the best compared isomer or geometry (same formula, charge and spin) in kJ/mol: 0.0
Gap between HOMO and LUMO (spin up / spin down) in eV: 7.22 / 3.54
Energy in Ha: -726.591823
LUMO energy (spin up / spin down) in eV: -12.1 / -15.8

---

# 4
# C4H24N2O8S

A 8-piece molecular cluster, C4H24N2O8S overall at a distorted geometry (ωB97M-V/def2-TZVPD, the OMol25 dataset).

Structure (XYZ):
```
39
Properties=species:S:1:pos:R:3:forces:R:3
N 1.521916 0.113097 -2.364732 1.02 0.33 1.42
C 2.281655 0.329386 -1.164849 -0.55 0.40 -2.23
O 3.502950 0.309627 -1.192904 -1.16 -0.06 0.09
C 1.525666 0.491499 0.143475 1.35 2.07 2.03
N 2.003372 1.843107 0.894545 0.04 -1.29 -2.16
C 1.893473 -0.756630 1.010616 -0.63 0.56 1.23
C 0.727376 -1.799094 1.116669 0.13 0.14 -1.91
S 0.837457 -2.805399 2.575499 -1.43 -1.14 1.49
H 2.102497 -0.020970 -3.190347 -0.23 0.24 0.35
H 0.583341 0.484426 -2.528211 0.50 -0.38 0.51
H 0.465363 0.771764 0.126280 0.08 -1.31 -0.68
H 2.945897 2.168270 0.579621 -1.01 -0.86 0.85
H 1.885498 1.694106 1.898170 0.51 0.14 -0.49
H 2.846311 -1.168490 0.694409 -0.13 -0.34 -0.57
H 2.216243 -0.336281 1.992502 -0.85 -0.45 -0.27
H 0.825483 -2.495134 0.137193 -0.93 1.77 2.23
H -0.244262 -1.251724 1.324547 1.30 -0.71 -1.36
H -0.573556 -3.022300 2.860319 2.19 0.46 -0.66
O 0.538614 -3.064747 -2.083719 0.22 -3.86 0.04
H 1.383004 -2.751588 -2.320306 0.84 1.47 -0.33
H -0.158541 -2.489115 -1.929398 -1.03 2.44 0.23
O -1.872700 -0.649268 -1.786638 0.53 -0.25 1.78
H -2.032727 -0.749281 -0.770860 0.40 -0.07 -2.31
H -2.030787 -1.434671 -2.313041 -0.21 -0.39 0.53
O -1.909709 -0.130873 0.872167 0.19 -0.21 1.35
H -2.596810 -0.461652 1.472418 -0.14 -0.07 -0.52
H -1.570072 0.632128 1.437935 0.13 -0.33 -0.61
O -0.943223 1.975763 2.045367 1.20 -3.36 -0.24
H -1.407341 2.473934 2.656235 -1.26 1.96 1.36
H -0.591122 2.424385 1.285526 -0.12 1.63 -0.41
O -3.406560 1.291254 -2.422455 0.52 2.18 0.95
H -3.155806 0.487347 -2.872743 0.81 0.08 0.37
H -2.640973 1.691354 -1.871102 -1.81 -1.55 -1.86
O -3.923511 1.406532 0.277614 2.75 -1.49 -1.87
H -2.872591 1.424607 0.219158 -3.52 0.12 0.49
H -4.050118 0.707281 -0.467101 -0.09 2.02 1.61
O -0.485329 3.328399 -0.151302 -0.63 2.55 -0.29
H 0.275704 2.757702 -0.274826 1.14 0.68 -0.12
H -0.254215 4.332377 -0.163553 -0.09 -3.09 -0.04
```
Positions in Å, forces in eV/Å.

Values from the calculation:
2S+1: 1
HOMO in Ha: -0.3235
Energy relative to the best compared isomer or geometry (same formula, charge and spin) in kJ/mol: 390.8
Gap between HOMO and LUMO in eV: 8.85
Energy in Ha: -1276.341296
LUMO energy in eV: 0.0

---

# 5
# C4H24N2O9

A 8-piece molecular cluster, C4H24N2O9 overall at a distorted geometry (ωB97M-V/def2-TZVPD, the OMol25 dataset).

Structure (XYZ):
```
39
Properties=species:S:1:pos:R:3:forces:R:3
N 1.379373 -1.279669 1.189509 -2.40 0.52 -2.57
C 1.519850 0.193299 0.861818 0.05 -2.94 1.13
C 1.730179 1.174302 2.103852 -1.92 -1.44 -2.04
O 0.834944 2.197373 1.952476 -2.75 1.79 2.13
C 0.421553 0.587720 -0.104034 -1.22 4.17 0.37
N 0.589110 0.277759 -1.489330 -1.72 -2.95 -1.58
C -0.227071 -0.652783 -2.177826 1.58 1.47 1.91
O -1.224859 -1.035036 -1.615015 -0.38 -0.49 -1.28
H 0.438982 -1.754223 1.129929 1.36 1.37 0.59
H 1.852979 -1.496652 1.989763 1.23 -1.00 2.46
H 2.484541 0.135146 0.366388 0.15 0.79 -0.49
H 1.805107 0.782748 3.090509 -0.48 -1.04 0.74
H 2.627154 1.620080 1.940729 3.03 1.15 -0.54
H 0.021295 2.133181 2.540905 1.59 -0.02 -1.39
H -0.686562 0.339046 0.197847 2.40 0.44 -0.62
H 0.535988 1.758049 -0.091501 -0.77 -2.32 0.14
H 1.349476 0.582798 -2.023277 1.39 0.82 -0.37
H 0.205567 -1.002444 -3.161950 -0.71 0.51 0.72
O -1.787070 -0.981080 2.028792 -3.75 3.92 4.45
H -1.833620 -1.840163 1.868095 0.07 -5.51 -1.87
H -1.172975 -0.467660 1.646158 3.40 1.79 -2.26
O -3.498119 0.603066 -0.958828 0.54 -2.04 -0.56
H -3.542147 0.226868 -1.890062 0.21 0.78 1.77
H -3.094270 -0.168079 -0.445904 -0.64 1.33 -0.98
O 0.376009 3.714773 -1.233779 -2.21 -1.05 2.01
H -0.451632 3.274696 -1.559155 1.10 0.59 -0.33
H 0.114863 3.630502 -0.254559 1.05 0.62 -1.60
O 3.208172 -1.025428 -2.363282 -0.22 1.40 2.36
H 2.634826 -1.695212 -2.724757 -0.46 -0.46 0.21
H 2.822570 -0.799979 -1.436291 0.99 -0.95 -2.65
O -2.444221 -2.678005 -0.092734 2.34 -1.22 -0.05
H -3.075654 -2.737910 -0.839336 1.35 -0.16 0.30
H -1.439503 -2.906175 -0.356069 -3.93 0.86 -0.06
O -1.845489 2.820400 1.489733 -1.44 -1.13 1.46
H -2.288714 2.549177 2.358665 0.78 0.69 -1.81
H -2.347771 2.289808 0.835728 0.30 0.36 0.29
O 1.163027 -2.728782 -1.217447 -2.05 1.32 -2.74
H 1.326514 -2.100535 -0.541099 0.72 0.65 1.72
H 1.517589 -3.540975 -1.014671 1.42 -2.64 1.02
```
Positions in Å, forces in eV/Å.

Values from the calculation:
2S+1: 1
HOMO in Ha: -0.3514
Energy relative to the best compared isomer or geometry (same formula, charge and spin) in kJ/mol: 500.8
Gap between HOMO and LUMO in eV: 9.84
Energy in Ha: -953.358892
LUMO energy in eV: 0.3

---

# 6
# C4H24NO12V

C4H24NO12V as an isolated structure at a distorted geometry (ωB97M-V/def2-TZVPD, the OMol25 dataset).

Structure (XYZ):
```
42
Properties=species:S:1:pos:R:3:forces:R:3
O -2.682301 -1.281638 1.562599 0.53 2.11 0.54
V -2.283072 0.265798 1.707857 0.18 -0.30 -0.27
O -3.177243 0.960415 2.824370 0.90 -0.93 -1.30
N 1.182660 -0.369755 -2.112335 0.05 0.37 -1.23
H 1.017633 0.356767 -1.430402 0.37 1.03 1.02
H 0.505497 -0.220019 -2.846584 -0.19 -0.21 -0.26
H 1.030987 -1.249438 -1.639829 -0.31 -1.33 0.66
H 2.104065 -0.324200 -2.523453 0.45 0.26 0.14
C -0.052020 1.160578 0.555035 2.39 0.30 -2.34
O -0.681292 1.787032 1.396938 -2.79 1.98 4.50
O -0.631589 0.162142 0.120586 -3.08 -4.79 -1.21
O 1.038859 1.492201 0.063606 0.68 0.47 -0.39
O 2.048037 3.036202 1.991643 0.59 0.37 0.26
H 1.436412 3.187965 2.712139 -0.02 0.14 0.49
H 1.564408 2.482168 1.378956 0.07 0.00 -0.38
O -1.175440 4.198169 0.147966 -0.27 0.27 -0.39
H -0.794366 3.459662 0.622974 0.09 -0.15 0.26
H -0.781728 4.971819 0.551325 0.09 0.22 0.06
O -2.284771 0.048969 -2.110407 -0.38 -0.12 -0.39
H -1.675232 0.105643 -1.374558 0.42 0.04 0.57
H -1.732917 0.142463 -2.886904 -0.19 0.16 -0.31
O 2.441279 2.755015 -1.837457 0.25 -0.15 -0.73
H 2.103293 2.336470 -1.045736 -0.15 0.15 0.37
H 2.417310 3.691856 -1.642572 0.01 0.20 0.02
O 3.298083 0.298702 0.739147 0.62 -0.74 -0.13
H 3.424281 0.603966 1.637552 0.09 0.22 0.19
H 2.497893 0.735545 0.447430 -0.22 0.22 0.11
O -0.172531 3.083368 3.770059 0.05 0.26 0.46
H -0.466956 2.663132 2.962000 -0.16 -0.14 -0.49
H -0.709200 2.686623 4.456219 -0.05 0.04 0.30
C -0.711495 -4.411398 0.418950 -0.05 -0.05 -0.57
C -0.198620 -3.683261 -0.833702 -1.82 0.47 -0.23
C -1.327029 -3.228004 -1.849805 -0.04 -0.43 1.07
O 0.502566 -2.507819 -0.453736 1.30 -0.10 -0.63
H 0.010391 -4.722401 1.174102 0.70 0.02 -0.59
H -1.169144 -5.315975 0.018456 -0.55 -0.02 0.51
H -1.369335 -3.782606 1.018931 -0.62 -0.03 -0.46
H 0.399785 -4.369449 -1.433000 0.81 0.36 0.37
H -1.854015 -4.050973 -2.332623 0.32 -0.23 -0.07
H -0.907511 -2.572832 -2.613251 0.17 -0.18 -0.07
H -2.123784 -2.659971 -1.369570 0.15 0.17 0.30
H -0.061850 -1.922930 0.057086 -0.41 0.11 0.21
```
Positions in Å, forces in eV/Å.

Values from the calculation:
2S+1: 1
HOMO in Ha: -0.3806
Gap between HOMO and LUMO in eV: 7.29
Energy in Ha: -2068.454120
LUMO energy in eV: -3.1

---

The lowest energy belongs to which entry? C4H24NO12V